The following is a DFT calculation (wB97M-V/def2-TZVPD) of C50H51AsHgN4OPS5Si as an isolated structure at a distorted geometry.

Results
Kohn-Sham gap (spin up / spin down): 3.85 / 5.06 eV
Net charge: -2
Expectation value of S²: 0.7567
LUMO level (spin up / spin down): 3.71 / 3.71 eV
Electronic energy: -7241.2791 hartree
Energy relative to the best compared isomer or geometry (same formula, charge and spin): 9.7 kcal per mole
2S+1: 2

Geometry (Å):
H  1.649  1.264  2.985
H  -1.228  -6.177  -3.707
C  -1.944  -6.802  4.794
H  2.568  1.920  0.964
H  4.157  -1.124  -2.804
H  2.375  4.115  0.155
H  -6.601  -1.093  -1.352
Si  2.684  -3.062  -2.274
H  -7.707  -2.310  0.583
C  1.621  -4.491  1.275
H  1.097  -3.851  -4.015
H  -0.372  -4.328  0.054
H  -2.749  -7.395  2.893
H  2.180  1.031  -0.521
P  -1.862  -1.917  0.038
H  -0.707  -3.510  3.495
C  -3.337  -5.404  3.416
C  -2.770  -2.857  1.394
H  2.069  -0.915  -0.089
H  3.782  -4.752  -0.764
C  1.740  1.480  0.375
S  -0.130  5.953  -5.256
C  -6.167  -2.487  2.057
C  -5.445  0.717  -1.254
N  1.087  0.420  1.120
C  -0.236  3.121  2.630
S  -1.291  0.304  -4.195
H  -4.715  -2.543  -0.719
H  2.062  -5.365  0.813
C  -3.044  -1.912  2.553
H  2.283  -5.395  -1.446
C  0.046  4.331  -4.850
H  -2.651  -4.245  -4.319
C  -7.358  -2.860  1.448
H  -4.044  2.333  -1.108
C  -8.086  -3.935  1.936
N  -0.285  2.263  -0.679
H  -3.692  -3.314  1.023
C  -2.597  3.365  2.443
C  -7.616  -4.634  3.041
C  3.176  -4.807  -1.675
H  -3.908  -5.263  2.507
H  -9.011  -4.230  1.457
H  -2.984  -2.400  -2.734
C  -0.933  -4.345  -0.874
C  -1.345  3.946  2.562
H  5.042  -2.636  -3.062
C  -6.426  -4.259  3.647
H  0.260  -5.579  2.569
C  1.396  -2.109  1.463
C  -3.303  -0.930  -0.540
C  1.397  3.892  -0.255
C  -0.589  4.521  -1.416
H  0.762  3.534  2.703
C  -0.992  3.199  -1.305
H  -2.104  -3.666  1.702
N  0.442  -2.227  2.375
H  -1.279  -5.927  6.638
H  -2.115  -1.482  2.934
H  -5.611  -1.653  1.647
As  -4.062  -2.602  4.094
C  -0.405  1.743  2.544
C  -2.673  1.980  2.422
C  0.772  0.799  2.491
C  -0.363  1.763  -4.321
H  -3.627  -1.047  2.218
H  2.905  -0.628  1.451
C  2.013  -3.230  0.891
H  0.491  -0.102  3.027
S  1.477  3.646  -4.230
H  -6.272  1.356  -1.539
H  -2.139  0.861  -0.483
H  -1.231  5.023  2.580
C  0.932  2.001  -3.964
H  -0.091  -6.209  -1.506
C  0.620  -4.615  2.235
N  -1.613  1.181  2.474
Hg  0.196  -0.582  -1.916
H  -1.912  2.862  -1.775
C  -2.514  -4.581  5.510
C  -2.686  -6.609  3.636
C  2.021  -3.264  -4.027
O  1.653  -2.382  -1.270
H  -3.495  3.962  2.365
H  1.015  5.882  -0.974
C  -4.565  -1.471  -0.790
C  -2.385  -3.253  -2.440
C  -4.193  1.264  -1.014
C  4.328  -2.128  -2.406
H  2.750  -3.085  0.112
C  0.075  -3.456  2.747
H  -3.638  1.489  2.345
C  -2.190  -4.294  -3.340
C  -1.389  -5.373  -2.999
C  -5.629  -0.656  -1.148
C  -1.775  -3.277  -1.189
H  -2.439  -3.785  6.244
H  -6.064  -4.818  4.503
C  1.908  -0.770  0.984
H  -1.186  5.235  -1.968
C  0.640  4.871  -0.875
C  -3.251  -4.370  4.348
C  -1.860  -5.786  5.734
H  -8.176  -5.476  3.429
C  -3.125  0.445  -0.666
H  4.793  -2.023  -1.420
H  1.781  -2.280  -4.441
C  -5.681  -3.187  3.158
C  -0.756  -5.393  -1.763
H  2.736  -3.756  -4.695
S  -1.205  3.170  -4.954
H  3.758  -5.348  -2.429
H  -1.430  -7.741  4.960
C  0.891  2.598  -0.174
S  2.093  0.917  -3.262

---

The following is a DFT calculation (wB97M-V/def2-TZVPD) of one molecule with the formula C5H11ClO2 at a distorted geometry.

Results
Kohn-Sham gap: 10.75 eV
LUMO level: 0.81 eV
Electronic energy: -807.7745 hartree
SMILES: C[C@H](O)[C@H](O)[C@@H](C)Cl
Energy relative to the best compared isomer or geometry (same formula, charge and spin): 0.0 kcal per mole
2S+1: 1

Geometry (Å):
H  0.246  -1.966  -0.815
H  0.355  -0.433  -1.880
C  -0.300  -1.169  -1.329
H  2.069  -0.862  1.092
H  -1.982  1.246  0.861
C  2.052  0.067  0.447
H  -1.272  1.081  -1.419
C  0.751  0.842  0.799
C  -1.213  -0.512  -0.383
H  2.100  -0.202  -0.568
C  -0.583  0.029  0.937
H  -1.970  -1.239  -0.083
H  0.935  1.330  1.761
H  2.938  0.657  0.777
O  -1.968  0.554  -0.983
Cl  0.500  2.188  -0.340
O  -1.471  0.856  1.591
H  -0.856  -1.699  -2.100
H  -0.332  -0.768  1.636

---

The following is a DFT calculation (wB97M-V/def2-TZVPD) of C23H30BF3NNaO5Si as an isolated structure at a distorted geometry.

Results
Kohn-Sham gap: 4.96 eV
Net charge: -2
LUMO level: 4.06 eV
Electronic energy: -2101.8172 hartree
Energy relative to the best compared isomer or geometry (same formula, charge and spin): 21.2 kcal per mole
2S+1: 1

Geometry (Å):
C  -3.187  4.168  -0.997
H  -2.723  4.091  -1.976
H  -0.978  5.413  -1.653
C  -0.731  5.531  -0.602
C  5.167  0.972  0.179
H  -3.453  -2.722  1.158
C  0.802  -3.267  -1.619
H  -3.226  4.617  1.715
C  -2.275  3.549  0.080
F  -0.812  -0.879  5.713
O  -2.036  2.204  -0.296
Na  -0.466  -0.049  0.254
O  -0.332  0.793  2.802
H  0.301  5.870  -0.536
H  -1.554  -5.463  1.102
H  -0.305  3.424  2.089
C  -2.478  -2.351  0.852
C  -0.244  0.866  4.017
F  1.292  -0.612  5.355
H  4.260  -2.242  -0.352
C  1.949  -2.429  -1.811
O  -0.042  3.246  -0.559
C  5.256  -0.408  0.118
H  -1.854  -2.289  1.734
H  6.001  1.553  0.548
F  0.081  -1.621  3.894
H  -3.942  -3.538  -1.740
O  -0.352  1.778  4.820
H  -2.823  -2.370  -2.429
H  3.735  -4.241  -4.049
H  -1.379  6.285  -0.156
H  -2.611  -1.347  0.459
H  -2.486  3.069  2.182
H  3.810  -2.107  -2.818
N  -0.158  -2.889  -0.782
H  -4.109  3.592  -1.022
H  6.167  -0.900  0.433
H  -3.131  -5.439  0.339
O  1.912  -1.189  -1.188
H  0.735  4.697  1.475
C  3.993  1.595  -0.215
Si  -1.704  -3.469  -0.474
H  -0.040  -5.126  -2.245
C  -2.897  -3.360  -1.990
C  3.019  -0.540  -0.771
C  1.838  -4.813  -3.214
C  -2.068  -5.269  0.165
H  -3.421  5.207  -0.771
C  -0.299  4.363  1.545
C  2.932  -3.979  -3.373
C  2.971  -2.780  -2.669
B  -0.710  2.022  -0.750
C  -0.851  4.185  0.125
H  1.783  -5.741  -3.776
H  -2.606  -4.079  -2.751
H  -1.732  -6.015  -0.550
C  -3.037  3.588  1.406
C  0.809  -4.468  -2.368
H  -0.865  5.111  2.099
C  2.928  0.858  -0.692
H  -3.993  3.084  1.266
H  1.989  1.325  -0.960
H  3.907  2.671  -0.155
C  4.193  -1.164  -0.348
C  0.081  -0.569  4.736

---

The following is a DFT calculation (wB97M-V/def2-TZVPD) of a 2-piece molecular cluster, C14H17N7O4 overall at a distorted geometry.

Results
Kohn-Sham gap: 5.07 eV
LUMO level: -2.30 eV
Electronic energy: -1227.6396 hartree
SMILES: O=[N+]([O-])c1cc([N+](=O)[O-])c2nnnn2c1.C1=C(N2CCCC2)CCC1
2S+1: 1

Geometry (Å):
N  0.073  0.165  -4.508
O  -2.785  3.393  -5.260
N  0.943  -0.138  -2.485
H  0.396  1.548  -0.435
H  1.839  -3.310  1.392
O  -1.874  1.573  -6.082
H  -2.953  -0.377  2.556
N  0.901  -0.582  -3.725
H  1.815  -2.940  3.126
C  -0.423  1.132  -3.721
H  4.012  -2.269  2.957
C  -1.481  3.162  -2.852
N  -1.010  3.852  -0.521
H  -3.008  -2.649  2.792
C  -0.123  1.760  -1.364
N  0.108  0.947  -2.440
H  -0.756  -3.102  3.126
C  1.911  -0.101  1.734
C  -2.480  -0.832  1.672
N  1.168  -1.352  1.878
N  -2.014  2.408  -5.172
C  -0.916  2.894  -1.588
H  -2.814  -2.898  1.045
C  -2.409  -2.371  1.917
C  3.401  -0.486  1.843
H  -0.796  0.609  1.260
C  -0.167  -1.425  1.824
C  -1.290  2.273  -3.912
H  3.925  -0.215  0.922
O  -0.392  3.587  0.541
H  1.706  0.398  0.775
H  -0.652  -3.539  1.400
H  -2.056  4.074  -3.010
C  2.019  -2.512  2.131
O  -1.652  4.904  -0.701
C  -1.060  -0.419  1.513
H  3.966  -2.471  1.196
H  1.650  0.616  2.531
C  3.465  -2.003  2.048
H  -3.145  -0.613  0.824
H  3.876  0.045  2.674
C  -0.919  -2.733  2.101